# 1
Below is a cluster of 2 separate species, C6H12O in total, with properties calculated with ωB97M-V/def2-TZVPD.

The geometry in XYZ format:
```
19
Properties=species:S:1:pos:R:3:forces:R:3:lowdin_charge:R:1
C -0.4132 -3.1553 1.0280 0.48 -0.22 0.02 0.00
C -0.7118 -1.8817 0.7903 -0.31 -0.58 -0.12 -0.19
C 0.0583 -1.0037 -0.0734 0.60 1.08 0.55 -0.14
C -0.1565 0.3150 -0.1862 0.16 0.10 0.24 -0.15
C 0.1290 1.1592 -1.3933 0.69 0.16 -0.23 -0.26
C -0.7999 2.3791 -1.4497 0.56 -0.23 -0.08 -0.11
H 0.5746 -3.5476 0.8132 -0.03 -0.03 -0.23 0.06
H -1.1259 -3.8719 1.4066 -0.08 0.15 0.35 0.05
H -1.7295 -1.5804 1.0181 0.11 0.34 0.12 0.10
H 0.9432 -1.3628 -0.5839 -0.48 -0.71 -0.76 0.12
H -0.5370 0.8533 0.6814 -1.12 -0.10 -0.29 0.11
H 1.1657 1.4964 -1.5016 0.10 0.06 0.44 0.11
H 0.0130 0.5255 -2.2647 -0.34 -0.11 -0.23 0.10
H -1.8019 2.0796 -1.1522 -0.16 0.24 -0.10 0.07
H -0.7968 2.8343 -2.4402 -0.19 -0.15 -0.05 0.07
H -0.4163 3.1462 -0.7803 -0.21 0.04 0.28 0.07
O 2.2005 0.6621 1.8536 -0.14 0.13 0.17 -0.06
H 1.2892 0.9217 1.6579 0.33 -0.17 -0.01 0.01
H 2.1155 0.0309 2.5764 0.03 0.02 -0.06 0.04
```
Forces are in eV/Å.

The net charge is 0. The value obtained for the energy is -8462.1250 eV.

=====

# 2
Below is an isolated molecule of C12H12Cl2N2O7S, with properties calculated with ωB97M-V/def2-TZVPD.

The geometry in XYZ format:
```
36
Properties=species:S:1:pos:R:3:forces:R:3:lowdin_charge:R:1
C -1.5051 -0.4085 3.9817 -0.90 -1.24 1.89 -0.02
O -2.1352 -0.6369 2.7022 0.74 -1.35 0.01 -0.01
C -1.9012 -1.8669 2.1825 -0.37 0.11 -1.72 -0.46
O -1.4613 -2.8519 2.7095 0.37 0.12 1.82 0.10
C -2.1892 -2.0287 0.6852 -1.04 1.64 0.30 0.00
C -1.1694 -1.1723 -0.1536 0.37 -2.31 0.90 -0.34
C -1.3738 0.4287 0.0936 -0.42 0.62 0.78 -0.34
O -2.4056 0.7562 -0.4358 0.75 0.86 0.13 0.13
O -0.5906 1.2209 0.9280 -0.40 -2.32 -0.52 -0.08
C -0.4898 2.6464 0.7660 -3.33 0.36 -2.25 -0.03
N -1.4615 -1.5728 -1.5266 -2.44 0.96 -0.48 0.08
C -0.6559 -1.1074 -2.5347 0.63 0.96 -1.63 -0.23
C -1.1859 -0.9339 -3.8514 -0.17 -0.04 0.93 -0.04
C -0.4086 -0.4809 -4.8752 0.51 -0.80 -0.92 -0.62
Cl -1.1820 -0.4099 -6.4597 0.68 0.21 0.71 0.66
C 0.9903 -0.2989 -4.6808 -1.25 1.01 -2.01 -0.66
Cl 2.0669 0.1526 -5.9855 -0.52 -0.20 0.27 0.67
C 1.4745 -0.3287 -3.4366 1.17 -0.66 1.84 -0.09
C 0.6770 -0.7373 -2.3567 -1.11 -1.07 0.64 -0.19
S 1.3818 -0.9546 -0.7366 5.88 2.80 0.49 0.81
O 1.7292 0.4219 -0.2838 -3.06 -1.60 -0.02 -0.30
O 2.7421 -1.5200 -0.8636 -3.00 -2.11 0.04 -0.30
N 0.1499 -1.7375 0.2443 0.74 0.57 0.75 -0.14
O 0.2499 -3.1761 0.6356 0.00 0.62 -1.12 -0.05
H -1.3971 -1.3756 4.5637 -0.10 1.01 -0.93 0.11
H -0.5376 0.0448 3.8998 0.45 0.25 -0.54 0.09
H -2.1547 0.2278 4.6067 0.14 -0.13 -0.68 0.10
H -3.1947 -1.6057 0.4873 0.43 -0.25 -0.07 0.14
H -2.1718 -3.1239 0.4317 0.22 1.44 0.08 0.15
H 0.2765 3.1481 1.2898 1.25 -0.58 0.92 0.07
H -0.3213 2.7873 -0.3263 -0.21 0.38 0.79 0.11
H -1.4629 3.1695 1.0901 1.23 -0.94 -0.67 0.12
H -2.4752 -1.4031 -1.8293 1.89 -0.42 1.12 0.18
H -2.2301 -1.1366 -4.0802 0.14 -0.03 0.29 0.11
H 2.5385 -0.1573 -3.3084 -0.16 0.05 0.30 0.13
H -0.2728 -3.4485 1.4879 0.88 2.09 -1.45 0.12
```
Forces are in eV/Å.

The net charge is 0. The value obtained for the energy is -65826.0409 eV.

=====

Ordered gap between HOMO and LUMO results: 9.07 8.86; unit eV.